{"formula": "C24H51BFNO9S3", "method": "wB97M-V/def2-TZVPD", "e_homo_ev": -5.77, "orbital_gap_ev": 0.647, "multiplicity": 1, "total_energy_ha": -2995.16416, "lumo_energy_ev": -5.119, "elements": ["N", "H", "H", "H", "H", "B", "H", "H", "H", "H", "C", "C", "C", "S", "O", "O", "C", "H", "H", "H", "H", "H", "H", "H", "H", "C", "C", "C", "S", "O", "O", "C", "H", "H", "H", "H", "H", "H", "H", "H", "C", "C", "C", "S", "O", "O", "C", "H", "H", "H", "H", "H", "H", "H", "H", "C", "O", "C", "C", "O", "C", "C", "O", "C", "H", "H", "H", "H", "H", "H", "H", "H", "H", "H", "H", "H", "H", "H", "F", "C", "C", "C", "C", "C", "C", "H", "H", "H", "H", "H"], "positions_angstrom": [[0.0770, 0.7866, -1.0297], [-0.2023, 1.4306, -1.7888], [-0.6932, 0.1354, -0.9583], [0.2951, 1.1766, -0.0925], [0.8696, 0.1530, -1.4508], [2.5645, -0.2724, -1.7830], [9.3248, 9.2683, -9.0644], [4.8751, -4.9287, -5.0238], [5.4462, -5.6379, 8.9176], [-3.7932, -4.9985, -5.5833], [1.5395, -4.4655, -1.5994], [0.0561, -4.7852, -1.7511], [-0.5738, -4.6892, -0.3696], [-0.0304, -3.0788, 0.1230], [0.2902, -2.7925, 1.4724], [-0.9082, -2.1998, -0.5703], [1.5662, -3.2463, -0.6542], [1.9402, -4.2631, -2.5619], [2.0252, -5.3339, -1.1439], [-0.0581, -5.7174, -2.2958], [-0.5193, -4.0256, -2.2979], [-0.1808, -5.4331, 0.3307], [-1.6934, -4.7672, -0.3433], [2.3176, -3.1006, 0.1088], [1.7893, -2.3754, -1.2646], [1.9656, 4.3497, -3.6527], [2.9484, 3.3511, -4.2882], [2.1096, 2.0828, -4.6290], [0.4086, 2.5961, -4.6303], [-0.2068, 2.1870, -3.3940], [-0.2200, 2.2107, -5.8750], [0.7185, 4.3013, -4.5165], [2.3225, 5.3774, -3.6466], [1.6783, 4.0552, -2.6128], [3.6830, 3.0201, -3.5479], [3.3222, 3.7964, -5.1989], [2.2080, 1.3078, -3.8327], [2.3044, 1.6769, -5.6134], [-0.1829, 4.6893, -4.0504], [0.8878, 4.6917, -5.5231], [1.7132, 0.0177, 4.7276], [1.5328, 1.4673, 5.2696], [0.8813, 2.2961, 4.2182], [-0.3271, 1.2132, 3.4535], [-0.2100, 1.2969, 2.0288], [-1.6154, 1.4458, 4.0202], [0.3837, -0.3552, 3.9778], [1.8694, -0.7118, 5.5205], [2.5650, -0.0598, 4.0643], [2.4829, 1.8718, 5.5779], [0.9318, 1.4373, 6.1878], [1.5926, 2.4456, 3.3850], [0.3804, 3.2055, 4.5473], [0.4353, -0.9873, 3.0743], [-0.3248, -0.8142, 4.7201], [-6.9177, -5.2387, 1.6480], [-6.0094, -4.2116, 1.9153], [-5.5950, -3.4707, 0.8107], [-4.5634, -2.4929, 1.3455], [-4.3613, -1.4749, 0.4218], [-3.6784, -0.3852, 0.9917], [-3.5457, 0.6531, -0.0796], [-2.6608, 0.3114, -1.1524], [-3.2129, -0.3596, -2.2609], [-7.2454, -5.5536, 2.6580], [-6.4012, -6.0890, 1.1215], [-7.7439, -4.8309, 1.0333], [-6.5105, -2.9990, 0.4026], [-5.1869, -4.1060, 0.0034], [-3.6772, -3.1083, 1.5408], [-4.8547, -2.0987, 2.3044], [-2.7087, -0.6718, 1.4055], [-4.3187, 0.0325, 1.7978], [-3.1427, 1.5819, 0.3536], [-4.5883, 0.7994, -0.4486], [-4.1072, 0.1949, -2.5760], [-3.6112, -1.3643, -2.0754], [-2.4327, -0.3109, -3.0080], [1.7411, 3.4828, 0.1158], [2.7341, 3.5993, 0.9811], [3.6037, 2.5496, 1.1801], [4.6479, 2.7028, 2.0882], [4.7767, 3.8764, 2.7776], [3.8265, 4.9335, 2.6654], [2.7645, 4.7936, 1.7375], [3.4806, 1.6335, 0.6218], [5.3909, 1.8976, 2.2251], [5.4710, 3.9531, 3.6100], [3.9931, 5.8751, 3.2228], [2.0817, 5.5938, 1.5347]], "atomic_forces_ev_per_a": [[0.604, -0.552, -0.201], [0.316, 0.346, 0.461], [-0.971, -0.386, 0.513], [-0.281, -0.012, -0.653], [-0.634, 0.746, 0.420], [0.836, -0.216, -0.187], [-0.010, -0.013, 0.013], [-0.115, 0.110, 0.101], [-0.006, 0.016, -0.021], [0.068, 0.028, 0.057], [-0.740, 0.014, 1.432], [-0.769, 0.279, -0.335], [-0.969, -1.464, 0.915], [1.110, -0.693, -1.207], [-0.358, -0.060, 2.116], [-0.731, 1.423, -0.782], [0.767, 0.550, -1.140], [0.724, 0.197, -0.659], [0.116, 0.178, -0.156], [-0.339, -0.244, 0.348], [0.612, -0.081, -0.475], [0.096, 0.066, -0.014], [1.055, 0.355, -0.105], [0.159, -0.957, 0.429], [-0.680, 0.469, -0.379], [-0.420, 0.156, 0.691], [-1.017, -0.746, 0.804], [0.474, -0.105, 0.703], [-0.300, -1.086, -1.868], [-0.353, -0.153, 0.716], [0.182, 0.316, 0.694], [-0.251, 0.389, 0.057], [0.310, -0.085, 0.201], [0.405, 0.253, -0.707], [0.405, 0.538, -0.564], [0.610, -0.098, -0.056], [-0.058, 0.427, -0.741], [0.150, -0.225, -0.019], [0.018, 0.454, -0.109], [-0.145, 0.033, 0.120], [-1.009, -0.023, -0.412], [0.099, -1.139, 1.125], [0.206, -0.172, -1.280], [0.337, -0.252, 0.766], [0.295, 0.148, -1.588], [-0.775, -0.027, 0.488], [-0.229, -0.221, 0.995], [0.055, 0.175, 0.091], [0.172, 0.167, -0.268], [0.414, 0.216, -0.031], [-0.088, -0.033, -0.231], [-0.232, 0.464, 0.409], [0.139, -0.040, -0.121], [0.229, 0.215, 0.538], [0.506, 0.482, -0.834], [0.267, -0.386, 0.072], [0.660, -0.177, 0.738], [-0.924, 0.193, -0.299], [-0.129, -1.085, -0.445], [0.304, -0.048, -0.261], [-0.299, 0.169, 0.132], [-0.260, 0.368, -0.417], [-0.014, -0.007, 1.029], [-1.125, 0.327, 0.032], [-0.184, -0.119, -0.814], [-0.633, 0.590, 0.322], [0.077, -0.490, 0.267], [0.525, 0.367, -0.127], [0.085, 0.100, 0.233], [0.437, 0.298, -0.086], [-0.518, 0.220, 0.482], [0.092, -0.124, 0.024], [0.455, -0.013, -0.122], [-0.270, -0.236, -0.125], [0.716, 0.263, -0.120], [0.234, 0.160, -0.382], [0.713, -0.048, 0.250], [-0.110, -0.328, -0.413], [-0.924, -0.400, -1.110], [0.368, 1.136, 1.855], [0.064, 0.065, -0.237], [0.352, -0.701, -0.361], [-0.990, 1.405, 1.536], [0.032, -0.594, -1.064], [1.974, -0.822, 0.328], [-0.002, -0.061, -0.143], [-0.602, 0.458, -0.042], [0.356, 0.043, -0.451], [-0.344, -0.783, -0.317], [-0.370, 0.133, -0.024]], "lowdin_charge": [0.232, 0.071, 0.064, 0.099, -0.078, 0.323, -0.174, -0.217, -0.184, -0.221, -0.177, -0.227, -0.227, 0.624, -0.303, -0.300, -0.234, 0.097, 0.125, 0.125, 0.118, 0.114, 0.128, 0.103, -0.005, -0.218, -0.174, -0.207, 0.664, -0.336, -0.296, -0.244, 0.119, 0.117, 0.116, 0.117, 0.053, 0.106, 0.116, 0.125, -0.176, -0.224, -0.226, 0.639, -0.345, -0.304, -0.197, 0.111, 0.104, 0.110, 0.124, 0.092, 0.118, 0.075, 0.124, -0.115, -0.212, -0.214, -0.202, -0.129, -0.203, -0.167, -0.241, -0.089, 0.097, 0.100, 0.091, 0.133, 0.132, 0.130, 0.124, 0.125, 0.143, 0.133, 0.140, 0.093, 0.089, 0.088, 0.061, -0.317, -0.031, -0.093, -0.104, -0.054, 0.001, 0.084, 0.121, 0.103, 0.113, 0.108]}